ORCA calculation (ωB97M-V/def2-TZVPD) on C49H74Br18FIN2O6P2S as an isolated structure.

Last column: Mulliken charge in e.
CARTESIAN COORDINATES (ANGSTROEM)
H  -4.25333  -0.25855  5.77672  0.3843
C  -11.50150  7.15973  5.22997  -0.4003
Br  -8.57433  2.92801  -0.48510  -0.1343
O  8.18994  -9.30149  -2.14880  -0.4562
C  -10.35522  3.69992  1.61334  -0.2895
H  -15.00371  1.96508  -0.11668  0.3331
Br  -3.40567  2.32584  -0.72654  0.3180
H  -6.57340  -1.04617  4.87758  0.3851
Br  -8.28559  6.95415  -2.35578  -0.1149
H  -3.79208  0.62557  0.98431  0.8573
C  8.76349  -4.49669  0.07061  -0.7269
C  -10.16253  7.46440  -2.48193  -0.6235
C  2.26546  -5.63408  -1.31247  -1.4657
H  -10.44243  7.39039  -3.53059  0.3684
C  11.91354  -5.19508  -0.40949  1.0115
H  -11.09821  3.68799  0.81793  -0.0375
Br  -13.65951  3.62718  1.11639  -0.0286
Br  -2.98195  -0.51525  3.63665  0.1651
S  6.69669  -2.59932  -0.21302  -0.3964
H  11.50167  -3.00182  0.05982  0.3531
C  0.04757  -2.22553  -2.64642  -1.2472
C  0.77563  0.32587  -2.75145  0.0397
H  16.36621  -4.55669  -3.36692  0.4293
C  1.95978  -3.24493  -0.23986  0.1941
Br  -13.09941  7.02171  6.33651  -0.1416
H  11.10592  -7.17458  0.36943  0.4439
H  10.91650  -5.76553  1.45670  0.4151
O  11.59771  -4.96774  -1.78666  -0.5201
C  10.85801  -6.07492  0.36642  -1.3194
C  2.02693  1.30297  -2.97909  -0.7734
O  4.60077  -0.65482  0.74562  -0.6846
H  11.88041  -4.07322  -2.05847  0.2778
H  3.76278  2.14681  -1.93293  0.3862
H  0.65295  5.80199  2.79571  0.2845
C  1.59853  5.54210  2.32422  -0.6286
H  11.08379  -9.61841  -1.73541  0.2809
H  -10.59152  6.48277  -0.58536  -0.1280
H  -0.37875  -1.30531  -0.68164  -1.0593
C  1.69614  -0.77994  0.84161  -0.2085
H  -10.83779  3.45262  2.55962  0.4238
H  2.96076  0.79415  -1.00111  0.0028
C  -11.60129  8.31096  4.26280  -0.6139
C  -9.19106  2.78055  1.35630  -0.5401
H  -8.33481  2.97964  1.99806  0.2421
H  6.75551  -3.71089  -3.47249  0.3451
Br  -5.42208  3.30036  -3.66321  -0.1852
C  -4.77671  6.26392  2.38953  -0.7495
C  2.80094  6.05049  3.07864  -0.6225
H  10.74549  -8.21575  -2.48006  0.2624
C  4.90079  -2.87194  -0.23372  0.7822
H  -2.93593  3.17532  -3.51505  0.3628
C  0.40438  -3.41786  -0.27866  -0.9318
C  -5.77480  -0.63385  4.26026  -0.6175
H  -0.45193  3.44171  2.38588  -0.2092
Br  -11.30793  4.84562  -2.32290  -0.1688
H  -14.60119  4.04226  -1.64143  0.2549
C  -0.30951  -0.12633  1.74999  0.3586
H  2.36051  -0.06428  1.39123  0.2956
Br  -12.76774  7.87758  2.76558  -0.1114
H  -10.19381  8.51005  -2.17446  0.3629
C  -4.43120  -0.87651  4.89821  -0.7469
H  -9.49056  1.73847  1.47186  0.4020
H  2.89084  7.13180  2.97205  0.3929
H  -11.37020  6.19757  4.73962  0.1826
N  5.11735  -5.23030  -1.34795  0.7516
H  1.42873  -5.90282  -0.59801  0.5584
H  2.23852  2.50912  -1.05919  0.1624
P  5.11921  -5.14516  -3.13290  0.1370
C  -0.91197  2.39899  2.09338  0.2237
Br  2.61751  5.74200  4.99330  -0.1623
C  6.49370  -5.34797  -0.88223  -0.7022
H  12.89319  -5.77254  -0.38398  -0.3295
H  6.52504  -7.56273  -1.39312  -0.1742
Br  -16.29933  5.54134  -0.59867  -0.1255
H  0.30296  -3.20409  -3.13309  0.1860
F  0.33485  -6.03380  -2.87952  -0.3526
H  0.04215  -3.30715  0.78936  0.4892
H  2.76555  0.75193  -3.63878  0.2624
H  0.07870  -4.43669  -0.64237  0.4201
H  1.13284  1.43035  2.41959  0.4875
C  9.37060  -5.84331  -0.06509  0.6374
H  1.45241  -1.28823  -4.04843  0.4688
H  4.58348  -0.60422  1.71877  0.2992
C  15.72562  -5.52402  -1.52198  -0.2255
H  14.72259  -5.22878  -3.39827  0.3347
C  2.76672  1.69297  -1.64079  -0.5773
C  7.11325  -6.69662  -0.99883  -0.4027
H  1.66135  2.18969  -3.56485  0.3907
C  8.52489  -6.95238  -0.60561  0.4383
H  -3.09727  7.59778  2.55780  0.3879
H  15.93239  -6.56665  -1.76357  0.3971
H  -4.32117  -1.92700  5.17070  0.3306
H  -5.47786  7.05916  2.64376  0.4095
C  7.35354  -4.28895  -0.35372  0.7425
H  -4.64737  5.61222  3.25159  0.3819
H  13.25432  -3.43819  0.02439  0.2799
H  -0.86444  -1.83782  -3.20320  0.5339
O  0.62225  -1.18318  1.75223  -0.5781
H  -11.99012  9.22071  4.71553  0.4112
H  -10.68332  7.31991  5.93276  0.3553
H  -16.05865  2.99648  0.87162  0.3566
C  3.99429  -1.83258  0.28690  0.0837
H  -2.77579  0.76398  -2.53320  -0.1465
C  -3.69617  2.39975  -3.58126  -0.6758
C  2.87733  -4.28429  -0.75157  -0.1396
C  -0.37939  -2.33628  -1.12777  0.7696
H  0.04341  0.58272  -3.57925  0.3260
H  -1.46770  -2.65994  -1.13077  0.4545
C  -3.48176  6.83763  1.87687  -0.5646
H  -4.54321  0.81048  -2.35176  0.4557
H  1.60350  5.91611  1.29975  0.4372
C  -15.49932  3.82733  -1.06537  -0.4847
C  -2.72712  0.76690  1.30201  -1.1084
H  -12.01649  7.05386  -1.47755  0.3508
H  -3.59969  1.88198  -4.53630  0.4195
H  2.15536  -1.45134  -2.39205  0.1122
H  -10.62903  8.51906  3.81525  0.3085
Br  17.31878  -4.89061  -0.59721  -0.1269
C  4.37121  -4.13066  -0.76858  -0.4566
Br  -2.08751  5.47538  1.80931  0.0204
H  -2.06316  -1.39788  1.08402  0.4817
Br  -9.76670  5.54722  1.81205  -0.1408
H  9.35598  -3.63814  0.48749  0.2541
H  3.73192  5.58061  2.76898  0.3891
C  -1.71633  -0.36859  1.36190  -0.4751
H  12.29417  -4.00575  1.43705  0.3692
H  -16.23120  3.33861  -1.70906  0.3483
H  3.01164  -6.46712  -1.26956  0.4704
C  -15.23396  2.99355  0.16191  -0.5804
C  -2.35642  2.17602  1.66347  -0.5607
C  -11.02023  6.62118  -1.57481  -0.0388
C  0.06777  1.25260  2.12748  -0.6504
O  2.06455  -4.78191  -3.57966  -0.2954
Br  -5.67069  5.22518  1.00149  -0.1083
H  -3.56700  7.26229  0.87898  0.3500
H  0.25940  0.51946  -1.77171  -0.1595
H  -5.85262  -1.04147  3.25426  0.3652
I  4.74233  -7.51161  -3.81344  -0.1229
P  9.15680  -8.70271  -0.86531  0.0083
Br  1.63230  3.59908  2.15330  0.0072
O  6.69412  -4.68549  -3.52046  -0.5051
H  -3.10322  3.04325  1.60417  0.4426
C  -3.64436  1.41810  -2.43760  -0.2480
C  1.20883  -1.19669  -2.94385  -0.4622
C  12.22838  -3.81586  0.32283  -1.1930
C  15.46884  -4.73170  -2.77764  -0.5476
H  7.37282  -9.69404  -1.79504  0.3378
C  2.52211  -1.98069  0.29877  0.7332
N  10.76044  -8.65884  -1.54593  -0.5551
Br  14.70621  -2.98486  -2.37163  -0.1605
Br  -6.16668  1.27269  4.13212  -0.1511
C  1.59348  -5.43016  -2.70933  0.6621
H  1.21020  -0.20741  -0.00517  -0.1464
H  14.90539  -5.47645  -0.80961  -0.0738

Forces on the atoms, in the same order (eV/Å):
-0.187 -0.047 -0.049
-0.004 0.070 0.312
0.174 0.018 0.136
0.435 0.877 0.756
0.049 0.032 0.245
-0.019 0.089 -0.038
-0.724 0.709 -2.764
0.074 0.031 -0.034
-0.052 -0.038 -0.059
1.416 -0.494 0.671
-1.505 -2.394 -0.955
0.228 0.137 0.118
-1.380 0.658 1.264
-0.023 -0.057 0.111
1.263 0.595 0.649
0.291 -0.012 0.020
-0.320 0.018 0.055
-1.148 -0.509 1.655
-0.542 -0.592 -0.074
0.429 -0.852 0.420
-0.206 0.758 -0.201
0.637 -0.039 -0.820
-0.027 -0.022 0.137
1.691 0.451 -0.202
0.030 -0.064 -0.072
-0.210 1.324 -0.382
0.021 -0.287 -1.180
-0.182 0.069 0.253
-0.902 0.293 0.531
-0.406 -0.762 0.407
-0.318 -0.755 -0.103
-0.087 -0.661 0.414
-0.935 -0.590 0.495
0.126 -0.001 0.031
0.334 -0.152 -0.260
-0.340 0.460 0.525
0.027 0.025 -0.142
0.146 -1.148 -0.293
0.224 -0.166 -0.368
0.054 -0.021 -0.056
-0.168 0.846 -0.538
0.102 -0.078 -0.323
0.046 -0.201 -0.249
-0.089 0.040 -0.038
-0.152 -0.485 -0.031
0.082 0.059 0.047
-0.321 0.000 -0.246
-0.072 0.266 0.182
0.205 0.097 0.590
-1.419 -1.074 -0.294
-0.054 -0.104 0.093
-0.073 0.419 0.462
-0.161 0.048 0.246
-2.109 -2.680 -0.578
-0.040 0.012 0.055
-0.011 -0.049 0.129
-2.423 2.324 0.195
-0.437 -0.712 -0.646
-0.093 0.089 0.059
-0.058 -0.098 0.025
0.457 -0.247 0.147
-0.057 0.110 0.047
-0.042 -0.076 -0.023
-0.020 0.142 -0.065
2.011 1.427 0.126
1.018 0.018 -0.821
0.317 -1.162 -0.529
-0.084 1.620 -0.342
-1.645 -2.067 -0.507
0.060 -0.054 -0.064
3.063 -2.194 1.263
-1.102 0.432 0.099
0.502 1.154 0.368
0.118 -0.014 -0.032
-0.310 0.809 0.727
1.608 0.582 0.526
0.395 -0.275 -1.165
-0.823 0.620 0.637
0.546 1.158 0.357
-1.393 -0.490 -0.159
-1.948 0.527 -0.623
-0.123 0.003 1.212
-0.060 -0.205 -0.498
0.310 -0.124 0.001
0.036 -0.005 0.106
0.331 0.781 -0.801
1.561 1.571 1.149
0.556 -0.607 0.751
-0.604 2.740 -1.034
-0.094 -0.054 -0.017
-0.050 0.084 -0.043
-0.151 0.061 0.022
0.120 0.009 -0.021
0.269 -1.207 -0.048
0.082 0.054 -0.098
-1.209 -0.493 0.186
0.977 -0.433 0.519
-0.408 1.492 -0.856
0.016 -0.140 0.038
-0.041 0.030 -0.091
0.044 0.079 -0.113
-0.884 -1.702 -0.324
-0.023 0.085 -0.018
-0.230 -0.165 -0.286
0.711 0.853 0.140
-0.311 -0.457 -0.792
0.542 -0.481 1.006
1.181 0.312 0.182
0.283 0.129 0.267
0.024 0.112 -0.109
0.025 0.018 0.093
-0.281 0.085 -0.070
3.229 0.684 1.250
0.080 0.012 -0.031
0.006 0.013 0.073
-0.914 0.319 -0.324
-0.033 -0.068 0.074
-0.102 0.014 0.038
-3.233 1.866 0.786
-0.147 0.405 -0.143
0.508 1.190 0.306
0.036 -0.008 0.037
-0.793 -1.022 -0.501
-0.140 -0.014 -0.015
0.239 2.544 -0.562
-0.332 0.429 -1.203
0.062 -0.020 0.091
-0.633 0.796 -0.492
0.213 -0.147 -0.023
3.319 -2.449 1.325
-0.304 0.019 -0.130
-2.421 -0.484 -0.697
-0.763 -0.511 0.174
0.056 -0.099 0.153
-0.060 -0.111 0.065
0.527 -0.100 -0.803
0.104 0.045 0.075
0.606 0.195 0.159
-0.364 -1.156 0.566
2.229 1.694 -0.092
-1.008 -0.801 0.404
1.304 -1.630 0.345
0.098 0.278 0.080
-0.467 0.293 -0.542
0.647 -0.510 0.122
-0.333 -0.005 -0.086
0.517 0.096 -0.087
1.848 -1.488 -0.541
-1.316 0.314 -1.320
0.154 0.038 -0.146
0.026 -0.014 -0.140
0.594 -0.106 0.369
0.751 -0.675 0.798
0.056 0.058 -0.126

The calculation puts the orbital gap at 7.481 eV. Its calculated total energy is -50282.97312 hartree.